(1)
{
  "formula": "C25H32N3O4",
  "method": "wB97M-V/def2-TZVPD",
  "species": ["O", "O", "O", "O", "N", "N", "N", "C", "C", "C", "C", "C", "C", "C", "C", "C", "C", "C", "C", "C", "C", "C", "C", "C", "C", "C", "C", "C", "C", "C", "C", "C", "H", "H", "H", "H", "H", "H", "H", "H", "H", "H", "H", "H", "H", "H", "H", "H", "H", "H", "H", "H", "H", "H", "H", "H", "H", "H", "H", "H", "H", "H", "H", "H"],
  "xyz": [[0.188437, -5.011017, 3.666472], [2.303161, 5.049153, 0.496453], [4.176368, 1.854963, 2.044247], [1.592045, -0.742699, -5.025180], [-1.730249, 0.107865, 3.394338], [2.139257, 2.392742, 0.440826], [-2.925005, 0.472652, -2.139956], [-0.687175, -0.544171, 1.494333], [-0.509525, -1.591976, 2.509573], [-0.032395, -2.890500, 2.462109], [-1.913530, 0.326421, -4.455519], [0.413520, -0.431349, -4.425998], [3.443579, 0.731369, 1.551429], [-2.473358, 0.234323, -0.870817], [-0.305910, -0.613489, 0.132899], [-1.435700, 0.477208, 2.110367], [-0.760474, -0.176535, -2.341916], [-0.746330, -0.014201, -5.143640], [0.392753, -0.528999, -3.004075], [-4.286571, 0.856338, -2.451781], [1.683270, -0.649820, -6.465585], [1.716639, 3.127920, -0.724720], [-0.225865, -3.720194, 3.601974], [-1.379616, -1.932922, 4.799911], [-0.894226, -3.230782, 4.761067], [1.223304, 4.483258, -0.251410], [-1.176689, -1.137890, 3.675645], [-2.555611, 0.883941, 4.296604], [-1.903902, 0.247481, -3.066213], [-1.125739, -0.184376, -0.923134], [2.863121, 1.169003, 0.217711], [0.850970, -5.606696, 2.531428], [1.504293, 0.377914, -6.811001], [-4.988552, 0.084715, -2.102411], [2.711744, -0.942646, -6.676716], [0.454748, -3.256401, 1.556845], [-2.806092, 0.641815, -4.992358], [2.573184, 3.275043, -1.410115], [-3.530178, 1.092253, 3.832126], [0.173214, -5.666625, 1.670353], [2.213432, 0.372748, -0.179576], [-1.906122, -1.553245, 5.671059], [2.655914, 2.996483, 1.076870], [-4.387860, 0.986864, -3.533268], [0.911458, 2.616587, -1.277030], [2.622562, 0.502118, 2.247215], [4.781787, 1.550433, 2.738494], [3.690101, 1.338947, -0.499052], [-2.076033, 1.843909, 4.532063], [2.148439, 6.000986, 0.594353], [0.972966, 5.125016, -1.107958], [1.762478, -5.053976, 2.270863], [-3.118667, 0.329674, -0.005193], [-2.700601, 0.317152, 5.219141], [0.984659, -1.343933, -6.953045], [0.365829, 4.339480, 0.420469], [-0.708773, 0.038593, -6.229990], [1.268005, -0.874799, -2.457330], [-4.538334, 1.791958, -1.933665], [4.116093, -0.128882, 1.420046], [-1.777560, 1.412225, 1.669082], [0.633002, -1.104296, -0.128646], [-1.025567, -3.907544, 5.593917], [1.101879, -6.609585, 2.887014]],
  "forces_ev_per_a": [[0.08, 0.19, -0.29], [-0.22, 0.62, -0.14], [0.42, -0.42, 0.39], [-0.53, 0.12, -0.27], [0.35, 0.82, -1.40], [-0.89, -0.32, 0.46], [0.49, -0.18, 2.04], [0.13, -0.14, 0.31], [-0.45, 0.88, 0.53], [0.19, -1.12, 0.69], [0.14, -0.06, 0.07], [-0.29, 0.14, 0.44], [0.15, 0.17, -0.09], [-0.29, 0.17, -1.63], [-1.12, 0.26, -0.04], [-0.37, -1.07, 0.71], [-0.69, 0.09, -0.19], [0.47, -0.14, 0.66], [0.29, 0.05, -1.15], [-0.56, 0.13, 0.13], [0.02, -0.07, 0.51], [0.35, 0.22, -0.06], [0.13, 0.61, -0.75], [0.29, -0.38, -0.06], [0.26, 0.21, -0.68], [0.36, -0.02, -0.01], [-0.07, -0.17, -0.80], [-0.14, 0.47, 0.17], [0.73, -0.34, 0.04], [0.87, 0.08, 0.06], [0.43, 0.26, -0.02], [-0.30, 0.17, 0.60], [0.04, -0.24, 0.13], [0.25, 0.17, -0.26], [-0.20, 0.07, -0.12], [-0.15, -0.04, 0.36], [0.26, -0.09, 0.01], [-0.27, 0.07, -0.10], [0.26, -0.16, 0.21], [0.13, 0.04, 0.15], [0.11, 0.23, 0.00], [0.09, -0.20, -0.12], [-0.03, -0.14, -0.32], [-0.03, -0.01, 0.36], [0.19, -0.03, 0.16], [0.15, -0.18, -0.11], [-0.31, 0.22, -0.30], [-0.09, -0.28, 0.06], [-0.08, -0.31, 0.01], [0.10, -0.43, 0.03], [-0.13, -0.18, 0.20], [-0.17, -0.11, 0.06], [-0.01, -0.08, -0.29], [-0.04, 0.23, -0.23], [0.17, 0.16, 0.15], [-0.07, 0.10, -0.26], [-0.12, 0.03, 0.34], [-0.04, 0.11, -0.31], [0.11, -0.19, -0.31], [-0.30, 0.06, 0.06], [0.23, -0.18, 0.38], [-0.31, -0.14, 0.06], [0.02, 0.02, -0.01], [0.02, 0.22, -0.28]],
  "e_homo_ha": -0.386,
  "e_lumo_ev": -4.4,
  "total_charge": 1,
  "molar_mass_da": 438.55,
  "spin_multiplicity": 1,
  "homo_lumo_gap_ev": 6.14
}

***

(2)
{
  "formula": "C25H32N4O",
  "method": "wB97M-V/def2-TZVPD",
  "species": ["O", "N", "N", "N", "N", "C", "C", "C", "C", "C", "C", "C", "C", "C", "C", "C", "C", "C", "C", "C", "C", "C", "C", "C", "C", "C", "C", "C", "C", "C", "H", "H", "H", "H", "H", "H", "H", "H", "H", "H", "H", "H", "H", "H", "H", "H", "H", "H", "H", "H", "H", "H", "H", "H", "H", "H", "H", "H", "H", "H", "H", "H"],
  "xyz": [[5.069934, 0.431664, -1.237158], [-0.945928, -1.118521, 1.342409], [-0.779199, 3.050848, -0.148865], [-4.807524, -1.397855, -0.489301], [-1.917842, 3.234528, 0.134733], [5.699408, -0.751133, -0.579029], [2.048784, 2.571846, -0.545705], [3.215729, 2.168860, -0.786749], [-3.655459, -1.604966, -1.458669], [-1.092277, 0.306588, 1.950804], [-5.893405, -1.727164, -1.191211], [3.670207, 0.736670, -0.908534], [7.357510, -2.245317, -0.600118], [-0.167529, 1.805432, 0.297996], [-2.178851, 2.356268, 1.175021], [-3.398350, -1.590263, 1.594347], [1.619174, 0.295871, -0.096761], [-7.188845, -1.368054, -0.487510], [6.684013, -1.090897, -1.350749], [-8.502697, -1.608054, -1.289425], [1.094818, 1.471184, -0.045473], [-1.105351, 1.219149, 1.049167], [5.512452, -0.863647, 0.653545], [6.348737, -1.690668, 1.324839], [-4.504939, -2.243328, 0.809090], [-2.259197, -1.503098, 0.605084], [2.764641, -0.154110, -0.259830], [7.315784, -2.531885, 0.706572], [-2.839262, 4.498690, -0.009544], [-2.546230, -0.869934, -0.551298], [-3.313230, -1.977897, 2.440576], [1.686606, 3.538271, -0.519256], [-7.225492, -0.197103, -0.242143], [0.776860, -0.504043, 0.306122], [-6.021916, -2.821407, -1.069342], [-3.705752, -0.401677, 1.729806], [-3.314300, -2.540278, -1.457179], [-2.311866, 5.024557, -0.601957], [-7.562833, -1.881242, 0.513874], [-0.751408, -1.583187, 2.034480], [4.051776, 2.960472, -1.549092], [-1.822782, -2.517450, 0.342184], [-3.825198, -0.967810, -2.132132], [6.197138, -2.134930, 2.406826], [-2.856528, 4.917999, 0.925691], [-5.517187, -1.956647, 1.271353], [-3.176898, 2.110955, 1.701942], [-8.576216, -2.738433, -1.698050], [0.138081, 0.209829, 2.548094], [-6.048058, -1.443654, -2.235913], [-1.701774, -0.935097, -1.080664], [-9.319541, -1.305907, -0.581476], [-2.755958, 0.276743, -0.512935], [6.783781, -1.012029, -2.538320], [7.863472, -3.310772, 1.110727], [-4.548096, -3.097153, 0.617610], [3.078039, -1.222150, -0.051018], [-3.764617, 3.991124, -0.509891], [-8.415626, -1.064201, -2.215644], [4.850058, -0.249489, 1.384047], [8.217654, -2.536204, -1.257211], [-1.879361, 0.326844, 2.751182]],
  "forces_ev_per_a": [[-3.81, 0.11, 0.94], [-4.44, 9.28, -9.61], [10.35, -0.72, -5.72], [5.77, 0.18, 0.77], [-6.74, -0.91, 6.97], [-2.96, 7.83, -8.31], [-6.99, -2.37, 3.27], [10.29, -1.41, -6.63], [1.05, 2.12, 10.62], [4.26, -9.95, 7.74], [-5.95, -3.54, 1.05], [1.03, 0.66, 2.66], [3.16, 2.78, -5.98], [-5.28, 4.64, -1.34], [-1.31, -4.67, -0.02], [-2.23, 6.14, -8.34], [-11.43, -4.63, 4.61], [-3.35, 2.42, 2.08], [3.68, -6.85, -1.50], [0.94, -2.16, -0.33], [4.53, 6.71, -3.15], [-4.59, 10.82, -2.76], [-1.79, -0.13, 10.85], [0.83, -4.84, 4.15], [-4.51, 16.26, 1.83], [4.22, -5.17, 7.69], [11.48, -3.23, -3.71], [-2.87, 2.85, -0.96], [-2.18, -7.73, 0.31], [-3.26, 4.70, -5.36], [1.48, -3.50, 7.28], [-0.39, 1.90, -0.24], [0.32, -2.29, -0.34], [2.20, 1.54, -1.08], [0.11, -0.66, -1.39], [0.39, -3.04, -0.10], [0.77, -4.09, -1.41], [3.17, 4.20, -4.62], [2.03, 0.77, -1.57], [2.02, -7.20, 8.95], [-2.44, -2.24, 2.93], [-1.39, 0.20, 0.03], [-1.05, 3.81, -6.44], [-0.15, 2.12, -1.69], [-0.85, 0.84, 2.18], [1.44, -0.99, 0.25], [1.43, 0.89, -1.24], [-0.09, 2.28, 1.43], [-3.41, 0.90, -1.11], [0.88, 0.25, 0.10], [3.61, 0.13, -2.47], [0.34, -0.44, -1.35], [-0.11, -2.13, 0.21], [-0.20, 0.21, 3.24], [0.92, -1.10, 1.12], [0.28, -13.60, -2.93], [-0.64, 1.35, -0.46], [1.39, 1.71, 1.32], [-0.67, 0.67, -0.27], [0.77, -1.00, -2.19], [-0.81, -0.85, 0.80], [0.79, 0.16, -0.74]],
  "e_homo_ha": -0.262,
  "e_lumo_ev": 0.7,
  "molar_mass_da": 404.56,
  "spin_multiplicity": 1,
  "homo_lumo_gap_ev": 7.81
}

***

(3)
{
  "formula": "C25H32N4O3",
  "method": "wB97M-V/def2-TZVPD",
  "species": ["O", "O", "O", "N", "N", "N", "N", "C", "C", "C", "C", "C", "C", "C", "C", "C", "C", "C", "C", "C", "C", "C", "C", "C", "C", "C", "C", "C", "C", "C", "C", "C", "H", "H", "H", "H", "H", "H", "H", "H", "H", "H", "H", "H", "H", "H", "H", "H", "H", "H", "H", "H", "H", "H", "H", "H", "H", "H", "H", "H", "H", "H", "H", "H"],
  "xyz": [[-1.230125, -2.031065, -1.856226], [2.262606, 3.636261, -0.157668], [0.201801, 0.103281, 1.739909], [-0.698104, 2.028592, 0.961905], [0.127425, 3.894500, -0.822631], [0.528594, -1.708523, -0.463965], [-1.723634, -0.019516, 0.552792], [2.744551, -2.582873, -1.054619], [1.085736, 3.450667, 0.037367], [-3.955648, 3.388458, -0.176305], [-2.164982, 4.508148, -1.314364], [3.551252, 0.063189, 1.253132], [-0.779897, -1.793060, -0.752507], [4.180366, 1.294465, 1.322643], [5.785747, 0.566014, -0.295110], [1.941798, -0.272112, -1.841431], [1.558087, -1.709886, -1.485494], [-1.240448, 3.740630, -0.620439], [-3.992905, -1.557365, 1.430663], [-3.519467, 4.325363, -1.098233], [0.520628, 2.748891, 1.264768], [3.351541, -2.267857, 0.320523], [5.295026, 1.551198, 0.544375], [-2.971955, -3.599730, 0.339694], [-1.679260, 2.770909, 0.292713], [-3.078348, -2.069776, 0.321719], [-0.690802, 0.656357, 1.115606], [5.160673, -0.665938, -0.358672], [-1.674642, -1.473539, 0.463741], [-4.272016, -4.296662, -0.043430], [4.029809, -0.928594, 0.405023], [-3.041458, 2.618370, 0.521860], [2.674223, -0.128195, 1.856010], [0.332379, 3.508693, 2.035658], [1.253384, 2.035936, 1.647672], [-5.001172, -1.938890, 1.300027], [4.092506, -3.045259, 0.530968], [2.256169, 0.280647, -0.960533], [-2.198968, -3.898732, -0.369514], [0.793188, -1.337108, 0.441001], [-4.233343, 4.921200, -1.644775], [-2.660417, -3.926082, 1.334997], [-3.622564, -1.878308, 2.402076], [-4.116724, -5.371805, -0.092168], [3.517278, -2.498815, -1.820036], [2.404472, -3.621288, -1.037527], [-3.376715, 1.905876, 1.259479], [2.755683, -0.264152, -2.560911], [5.555657, -1.434630, -1.008494], [-1.199896, -1.832619, 1.382104], [0.435613, 4.455280, -1.606665], [1.084414, 0.232697, -2.283570], [-3.472992, -1.763458, -0.653052], [1.100742, -2.173213, -2.368339], [6.660330, 0.756889, -0.900560], [3.799991, 2.060813, 1.981534], [-5.056950, -4.102722, 0.682968], [-5.010787, 3.258714, 0.006508], [2.580282, -2.338428, 1.089109], [-4.039991, -0.471610, 1.424321], [-4.608469, -3.955944, -1.019632], [-2.269709, 0.438339, -0.162283], [-1.816627, 5.241684, -2.026176], [5.777064, 2.515676, 0.592437]],
  "forces_ev_per_a": [[-0.22, -0.03, -0.31], [0.17, 0.04, 0.11], [0.23, -0.17, 0.27], [0.26, 0.11, 0.04], [-0.12, 0.23, -0.52], [0.52, -0.13, 0.08], [-0.14, -0.05, -0.08], [-0.21, 0.03, 0.12], [0.06, -0.18, 0.24], [-0.08, -0.04, -0.02], [0.00, -0.05, 0.09], [0.08, -0.08, 0.04], [-0.13, -0.05, 0.52], [0.00, 0.05, 0.04], [0.08, 0.02, -0.06], [-0.17, -0.16, -0.01], [0.11, -0.03, -0.35], [-0.31, -0.24, 0.20], [0.08, -0.04, -0.26], [0.05, -0.02, -0.02], [0.37, 0.01, 0.27], [0.04, -0.07, -0.28], [0.02, 0.11, 0.01], [-0.12, 0.16, -0.23], [-0.37, 0.27, -0.29], [0.25, -0.03, 0.21], [-0.21, 0.07, -0.08], [-0.06, -0.03, 0.02], [-0.14, -0.14, -0.21], [0.22, 0.04, 0.11], [0.08, -0.03, 0.18], [0.07, 0.17, 0.01], [-0.09, -0.03, 0.06], [0.06, -0.06, -0.07], [-0.09, 0.22, -0.12], [-0.12, -0.03, 0.05], [-0.09, -0.01, 0.09], [0.04, 0.10, 0.00], [0.05, -0.05, 0.05], [-0.25, -0.03, -0.01], [-0.06, 0.06, -0.05], [0.08, 0.01, 0.07], [0.02, -0.02, 0.17], [-0.07, -0.11, -0.02], [0.04, -0.06, -0.05], [0.03, -0.02, -0.06], [-0.02, -0.06, 0.07], [0.13, 0.06, -0.09], [0.04, -0.08, -0.08], [-0.07, 0.01, -0.10], [0.08, -0.12, 0.13], [-0.09, 0.05, -0.06], [0.03, -0.03, -0.01], [0.12, 0.08, 0.18], [0.07, 0.02, -0.04], [-0.04, 0.07, 0.04], [-0.13, -0.01, 0.04], [-0.10, -0.01, 0.02], [0.03, -0.07, 0.08], [-0.07, 0.09, 0.07], [-0.08, 0.01, -0.12], [0.05, 0.06, 0.03], [0.04, 0.10, -0.07], [0.04, 0.09, 0.00]],
  "smiles": "CC[C@@H](C)[C@H](NC(=O)N1CC(=O)Nc2ccccc21)C(=O)N[C@@H](C)CCc1ccccc1",
  "e_homo_ha": -0.320,
  "e_lumo_ev": 0.6,
  "molar_mass_da": 436.56,
  "spin_multiplicity": 1,
  "homo_lumo_gap_ev": 9.30
}